Record 1
{
  "formula": "C23H26N4O3SSn",
  "method": "the ωB97M-V functional and the def2-TZVPD basis",
  "homo_ev": -12.731,
  "de_lowest_kcal_mol": 3.2,
  "charge": 2,
  "e_tot_ha": -1948.7297,
  "homo_lumo_gap_ev": 6.2,
  "largest_force_ev_per_a": 1.71,
  "elements": ["Sn", "C", "C", "C", "C", "C", "C", "N", "C", "C", "C", "C", "C", "C", "N", "N", "C", "C", "C", "C", "C", "N", "H", "H", "H", "H", "H", "H", "H", "H", "H", "H", "H", "H", "H", "O", "H", "H", "C", "C", "O", "H", "H", "H", "O", "S", "C", "C", "C", "C", "H", "H", "H", "H", "H", "H", "H", "H"],
  "coordinates": [[-0.387, 0.513, 0.184], [2.951, -2.194, -3.503], [2.067, -2.766, -2.601], [1.005, -2.031, -2.084], [0.828, -0.713, -2.482], [1.710, -0.135, -3.397], [2.768, -0.875, -3.903], [-0.215, 0.084, -1.944], [-1.318, 0.340, -2.689], [-1.579, -0.227, -3.958], [-2.698, 0.161, -4.644], [-3.616, 1.109, -4.140], [-3.399, 1.671, -2.916], [-2.266, 1.275, -2.176], [-1.916, 1.800, -0.967], [-2.466, 2.815, -0.487], [-1.775, 3.276, 0.650], [-2.310, 4.356, 1.348], [-1.589, 4.866, 2.402], [-0.364, 4.288, 2.737], [0.073, 3.205, 2.010], [-0.620, 2.706, 0.976], [3.765, -2.776, -3.912], [2.187, -3.806, -2.321], [0.294, -2.494, -1.410], [1.545, 0.881, -3.736], [3.439, -0.425, -4.622], [-0.892, -0.950, -4.374], [-2.897, -0.273, -5.616], [-4.481, 1.365, -4.734], [-4.067, 2.396, -2.474], [-3.259, 4.764, 1.032], [-1.966, 5.710, 2.963], [0.237, 4.678, 3.544], [1.009, 2.709, 2.238], [1.777, 1.241, -0.312], [1.949, 1.261, -1.267], [2.610, 1.405, 0.144], [-1.117, -1.791, 3.500], [0.283, -1.328, 3.456], [0.850, -0.439, 3.940], [-1.429, -1.788, 4.547], [-1.229, -2.768, 3.046], [-1.718, -1.051, 2.968], [0.961, -2.141, 2.376], [2.526, -2.155, 2.380], [3.030, -3.730, 3.064], [4.364, -3.948, 2.356], [4.179, -3.580, 0.867], [2.938, -2.685, 0.709], [2.264, -4.452, 2.771], [3.096, -3.665, 4.148], [4.684, -4.978, 2.491], [5.127, -3.313, 2.810], [4.033, -4.473, 0.262], [5.063, -3.073, 0.488], [2.054, -3.232, 0.377], [3.072, -1.818, 0.069]]
}



Record 2
{
  "formula": "C23H26N4PdS3",
  "method": "the ωB97M-V functional and the def2-TZVPD basis",
  "homo_ev": -7.273,
  "charge": 0,
  "e_tot_ha": -2433.5600,
  "homo_lumo_gap_ev": 7.5,
  "largest_force_ev_per_a": 0.48,
  "elements": ["Pd", "C", "C", "C", "C", "C", "C", "C", "C", "C", "C", "N", "C", "C", "C", "C", "C", "N", "H", "H", "H", "H", "H", "H", "H", "H", "H", "H", "H", "H", "H", "H", "H", "H", "H", "S", "C", "C", "C", "C", "C", "N", "H", "H", "H", "H", "S", "C", "N", "C", "C", "S", "H", "H", "H", "H", "H"],
  "coordinates": [[-1.536, -0.273, 0.933], [-0.394, 3.095, 2.623], [0.084, 3.778, 1.344], [0.981, 2.945, 0.454], [2.327, 3.287, 0.328], [3.171, 2.595, -0.525], [2.664, 1.553, -1.288], [1.329, 1.171, -1.185], [0.775, 0.091, -2.080], [0.113, 0.656, -3.340], [0.501, 1.862, -0.296], [-0.842, 1.411, -0.145], [-1.816, 2.055, -0.704], [-3.118, 1.535, -0.605], [-4.368, 1.914, -1.106], [-5.256, 0.914, -0.717], [-4.513, -0.038, 0.007], [-3.239, 0.339, 0.073], [-0.979, 3.791, 3.225], [0.452, 2.751, 3.223], [-1.017, 2.231, 2.403], [0.633, 4.685, 1.606], [-0.787, 4.110, 0.773], [2.709, 4.127, 0.899], [4.211, 2.886, -0.617], [3.306, 1.040, -1.999], [0.059, -0.520, -1.532], [1.594, -0.569, -2.378], [-0.765, 1.256, -3.092], [-0.216, -0.151, -3.997], [0.808, 1.289, -3.895], [-1.617, 2.968, -1.262], [-4.584, 2.798, -1.687], [-6.314, 0.863, -0.927], [-4.845, -0.950, 0.479], [-2.521, -2.133, 1.937], [-1.753, -3.413, 1.015], [-2.064, -4.748, 1.326], [-1.492, -5.766, 0.596], [-0.608, -5.454, -0.431], [-0.345, -4.118, -0.655], [-0.887, -3.115, 0.040], [-2.754, -4.960, 2.134], [-1.730, -6.799, 0.824], [-0.140, -6.221, -1.033], [0.345, -3.820, -1.439], [0.330, -0.545, 2.344], [1.719, -0.837, 1.464], [2.918, -0.400, 1.828], [4.074, -1.000, 1.174], [3.563, -1.426, -0.198], [1.810, -1.841, 0.053], [2.996, 0.135, 2.681], [4.429, -1.858, 1.749], [4.877, -0.270, 1.090], [4.092, -2.295, -0.580], [3.628, -0.610, -0.915]]
}



Record 3
{
  "formula": "C23H27BrN4O11P2S5Ti",
  "method": "the ωB97M-V functional and the def2-TZVPD basis",
  "homo_ev": -2.424,
  "de_lowest_kcal_mol": 18.6,
  "charge": -2,
  "e_tot_ha": -8036.9265,
  "homo_lumo_gap_ev": 6.4,
  "largest_force_ev_per_a": 1.56,
  "elements": ["Ti", "O", "C", "C", "C", "C", "C", "C", "C", "O", "N", "N", "C", "C", "Br", "C", "C", "C", "C", "C", "C", "C", "H", "H", "H", "H", "H", "H", "H", "H", "H", "H", "H", "H", "H", "H", "C", "C", "O", "P", "O", "O", "O", "P", "O", "O", "O", "H", "H", "H", "H", "H", "H", "H", "N", "N", "C", "O", "O", "H", "H", "H", "C", "S", "C", "C", "S", "S", "C", "S", "S", "H", "H", "H"],
  "coordinates": [[0.117, 0.206, 0.880], [2.578, -3.897, -1.501], [3.589, -3.008, -1.285], [4.865, -3.339, -1.720], [5.916, -2.458, -1.507], [5.700, -1.243, -0.873], [4.423, -0.917, -0.435], [3.367, -1.794, -0.626], [2.004, -1.513, -0.049], [1.872, -0.234, 0.484], [0.951, -1.719, -1.047], [-0.207, -1.083, -0.493], [-1.416, -1.607, -0.967], [-2.464, -0.941, -1.435], [-1.602, 1.106, -2.699], [-3.798, -0.972, -1.414], [-4.704, -0.800, -2.542], [-4.255, -0.774, -3.867], [-5.146, -0.618, -4.916], [-6.511, -0.494, -4.682], [-6.972, -0.526, -3.372], [-6.081, -0.674, -2.323], [1.725, -3.416, -1.391], [5.014, -4.286, -2.224], [6.911, -2.726, -1.844], [6.520, -0.556, -0.709], [4.221, 0.021, 0.068], [1.806, -2.243, 0.745], [1.193, -1.177, -1.881], [-1.493, -2.693, -0.938], [-4.259, -1.049, -0.430], [-3.194, -0.858, -4.061], [-4.766, -0.590, -5.931], [-7.202, -0.373, -5.507], [-8.032, -0.430, -3.165], [-6.448, -0.690, -1.302], [-0.216, 5.281, 0.782], [0.824, 4.183, 0.981], [2.108, 4.765, 1.165], [0.409, 3.162, 2.481], [1.271, 3.762, 3.674], [-1.042, 3.522, 2.935], [0.679, 1.698, 2.342], [0.932, 3.039, -0.480], [0.204, 3.762, -1.702], [2.380, 2.831, -0.694], [-0.014, 1.889, -0.139], [-0.271, 5.921, 1.665], [-1.203, 4.862, 0.590], [0.076, 5.879, -0.080], [2.705, 4.216, 0.618], [2.019, 3.184, 3.874], [-1.795, 3.029, 2.472], [-0.478, 3.152, -2.074], [-2.951, 2.389, 0.250], [-2.945, 2.146, 1.658], [-2.589, 0.850, 2.161], [-3.044, 0.484, 3.225], [-1.762, 0.253, 1.381], [-3.383, 1.602, -0.233], [-1.987, 2.360, -0.074], [-3.811, 2.445, 2.083], [1.420, -4.643, 2.007], [1.902, -4.298, 3.715], [2.607, -2.695, 3.586], [1.963, -1.542, 3.277], [0.275, -1.361, 2.912], [2.982, -0.114, 3.380], [4.444, -0.859, 3.890], [5.827, -0.025, 4.272], [4.295, -2.564, 4.026], [1.053, -5.670, 2.001], [2.272, -4.565, 1.334], [0.623, -3.968, 1.701]]
}



Record 4
{
  "formula": "C23H27BrN4O11P2S5Ti",
  "method": "the ωB97M-V functional and the def2-TZVPD basis",
  "homo_ev": -2.412,
  "de_lowest_kcal_mol": 8.7,
  "charge": -2,
  "e_tot_ha": -8036.9424,
  "homo_lumo_gap_ev": 5.2,
  "largest_force_ev_per_a": 0.74,
  "elements": ["Ti", "O", "C", "C", "C", "C", "C", "C", "C", "O", "N", "N", "C", "C", "Br", "C", "C", "C", "C", "C", "C", "C", "H", "H", "H", "H", "H", "H", "H", "H", "H", "H", "H", "H", "H", "H", "C", "C", "O", "P", "O", "O", "O", "P", "O", "O", "O", "H", "H", "H", "H", "H", "H", "H", "N", "N", "C", "O", "O", "H", "H", "H", "C", "S", "C", "C", "S", "S", "C", "S", "S", "H", "H", "H"],
  "coordinates": [[0.702, -0.133, 0.021], [-0.494, 5.002, 1.964], [0.729, 5.037, 1.362], [1.469, 6.206, 1.491], [2.705, 6.317, 0.876], [3.214, 5.262, 0.131], [2.478, 4.092, 0.013], [1.238, 3.961, 0.627], [0.446, 2.684, 0.431], [1.251, 1.652, -0.005], [-0.168, 2.306, 1.731], [-0.658, 0.977, 1.564], [-1.714, 0.725, 2.215], [-2.366, -0.583, 2.227], [-1.512, -1.909, 1.205], [-3.497, -0.723, 2.928], [-4.377, -1.880, 3.126], [-3.952, -3.208, 3.078], [-4.853, -4.240, 3.287], [-6.189, -3.970, 3.546], [-6.622, -2.653, 3.610], [-5.721, -1.621, 3.412], [-0.795, 4.074, 1.970], [1.049, 7.019, 2.070], [3.270, 7.237, 0.974], [4.173, 5.347, -0.363], [2.846, 3.264, -0.580], [-0.378, 2.855, -0.277], [0.620, 2.205, 2.374], [-2.177, 1.514, 2.808], [-3.847, 0.188, 3.408], [-2.915, -3.439, 2.887], [-4.505, -5.264, 3.243], [-6.889, -4.782, 3.699], [-7.661, -2.429, 3.815], [-6.059, -0.593, 3.465], [5.475, -1.412, 1.119], [4.113, -0.766, 0.891], [4.144, 0.568, 1.441], [2.821, -1.644, 1.846], [3.283, -1.360, 3.369], [2.754, -3.097, 1.582], [1.495, -0.858, 1.683], [3.742, -0.705, -0.922], [4.036, -2.117, -1.484], [4.476, 0.445, -1.480], [2.178, -0.601, -0.963], [5.749, -1.338, 2.173], [6.222, -0.891, 0.519], [5.445, -2.461, 0.828], [3.824, 1.184, 0.767], [3.438, -0.408, 3.457], [1.473, -3.101, 0.224], [3.152, -2.706, -1.630], [-0.646, -0.105, -1.253], [-0.279, -3.422, -2.241], [0.830, -3.303, -1.596], [2.028, -3.574, -1.941], [0.662, -2.872, -0.276], [-1.467, -0.662, -1.435], [-0.489, 0.550, -2.020], [-0.039, -3.704, -3.187], [-0.066, 6.165, -2.017], [0.794, 5.307, -3.357], [-0.577, 4.917, -4.369], [-1.523, 3.973, -4.094], [-1.678, 2.909, -2.769], [-2.772, 3.894, -5.342], [-2.251, 5.170, -6.372], [-2.951, 5.520, -7.843], [-0.783, 5.856, -5.830], [0.684, 6.435, -1.276], [-0.796, 5.489, -1.573], [-0.555, 7.063, -2.392]]
}



Record 5
{
  "formula": "C23H27ClN2O6S",
  "method": "the ωB97M-V functional and the def2-TZVPD basis",
  "homo_ev": -8.346,
  "de_lowest_kcal_mol": 1.5,
  "charge": 0,
  "e_tot_ha": -2311.9804,
  "homo_lumo_gap_ev": 9.0,
  "largest_force_ev_per_a": 1.34,
  "elements": ["C", "C", "O", "C", "O", "C", "C", "C", "N", "C", "O", "C", "N", "C", "C", "C", "Cl", "C", "C", "C", "O", "C", "S", "O", "O", "C", "C", "C", "C", "C", "C", "C", "C", "H", "H", "H", "H", "H", "H", "H", "H", "H", "H", "H", "H", "H", "H", "H", "H", "H", "H", "H", "H", "H", "H", "H", "H", "H", "H", "H"],
  "coordinates": [[-7.683, -1.060, -0.057], [-6.773, 0.153, -0.017], [-5.528, -0.236, 0.568], [-4.635, 0.733, 0.779], [-4.837, 1.889, 0.508], [-3.370, 0.164, 1.399], [-2.416, 1.259, 1.882], [-1.796, 1.993, 0.690], [-1.122, 1.048, -0.173], [0.184, 0.727, -0.115], [0.664, -0.177, -0.778], [1.079, 1.542, 0.818], [2.266, 0.781, 1.123], [3.500, 1.013, 0.511], [4.641, 0.689, 1.240], [5.901, 0.849, 0.690], [7.290, 0.410, 1.617], [6.055, 1.356, -0.586], [4.927, 1.707, -1.308], [3.648, 1.546, -0.788], [2.518, 1.891, -1.468], [2.614, 2.201, -2.837], [1.908, -0.764, 1.723], [0.533, -0.706, 2.140], [2.876, -1.071, 2.736], [2.100, -1.998, 0.435], [3.317, -2.166, -0.194], [3.443, -3.148, -1.164], [2.362, -3.954, -1.482], [1.153, -3.789, -0.827], [1.021, -2.807, 0.140], [-2.039, 0.079, -0.741], [-2.649, -0.747, 0.393], [-8.636, -0.787, -0.499], [-7.229, -1.850, -0.649], [-7.852, -1.434, 0.949], [-7.207, 0.960, 0.583], [-6.583, 0.542, -1.024], [-3.690, -0.448, 2.248], [-1.622, 0.788, 2.465], [-2.951, 1.973, 2.510], [-1.110, 2.770, 1.021], [-2.592, 2.469, 0.109], [0.574, 1.709, 1.771], [1.352, 2.496, 0.368], [4.518, 0.278, 2.228], [7.037, 1.481, -1.014], [5.059, 2.104, -2.301], [1.587, 2.301, -3.182], [3.105, 1.400, -3.396], [3.145, 3.146, -3.001], [4.154, -1.541, 0.072], [4.388, -3.283, -1.668], [2.464, -4.716, -2.240], [0.313, -4.423, -1.069], [0.095, -2.650, 0.668], [-1.474, -0.561, -1.421], [-2.815, 0.612, -1.298], [-3.339, -1.491, -0.005], [-1.837, -1.254, 0.919]]
}



Record 6
{
  "formula": "C23H27CrF2N4",
  "method": "the ωB97M-V functional and the def2-TZVPD basis",
  "homo_ev": [-1.635, -3.799],
  "de_lowest_kcal_mol": 2.1,
  "spin_multiplicity": 5,
  "charge": -1,
  "e_tot_ha": -2355.8615,
  "homo_lumo_gap_ev": [4.6, 6.7],
  "largest_force_ev_per_a": 0.21,
  "elements": ["Cr", "C", "C", "C", "N", "C", "C", "C", "C", "C", "C", "C", "N", "C", "C", "C", "N", "C", "C", "C", "C", "C", "C", "C", "N", "C", "C", "H", "H", "H", "H", "H", "H", "H", "H", "H", "H", "H", "H", "H", "H", "H", "H", "H", "H", "H", "H", "H", "H", "H", "H", "H", "H", "F", "C", "F", "H"],
  "coordinates": [[-0.115, -0.167, 0.679], [1.862, 1.892, -1.678], [3.117, 1.441, -0.928], [2.855, 0.606, 0.333], [1.864, -0.433, 0.123], [2.217, -1.577, -0.412], [3.552, -1.859, -0.828], [4.121, -2.955, -1.441], [3.561, -4.147, -1.882], [2.225, -4.492, -1.746], [1.177, -3.821, -1.149], [1.102, -2.562, -0.485], [0.007, -2.151, 0.108], [-1.115, -3.062, 0.230], [-2.145, -2.554, 1.224], [-2.928, -1.343, 0.748], [-2.093, -0.172, 0.593], [-2.700, 1.020, 0.415], [-4.097, 1.117, 0.147], [-4.869, 2.237, -0.156], [-4.592, 3.581, -0.052], [-3.407, 4.100, 0.539], [-2.231, 3.472, 0.795], [-1.790, 2.127, 0.457], [-0.475, 1.779, 0.371], [0.516, 2.844, 0.337], [1.114, 3.065, -1.055], [1.182, 1.044, -1.786], [2.156, 2.180, -2.692], [3.719, 2.314, -0.648], [3.726, 0.846, -1.614], [2.491, 1.234, 1.142], [3.798, 0.188, 0.700], [4.259, -1.065, -0.635], [5.187, -2.852, -1.623], [4.215, -4.856, -2.375], [1.948, -5.453, -2.173], [0.238, -4.352, -1.203], [-0.759, -4.042, 0.569], [-1.595, -3.218, -0.748], [-1.651, -2.319, 2.169], [-2.855, -3.364, 1.415], [-3.721, -1.138, 1.478], [-3.434, -1.596, -0.197], [-4.616, 0.175, 0.044], [-5.876, 1.998, -0.494], [-5.377, 4.285, -0.299], [-3.459, 5.138, 0.862], [-1.513, 4.065, 1.346], [1.308, 2.634, 1.058], [0.099, 3.802, 0.641], [1.792, 3.927, -0.994], [0.294, 3.353, -1.721], [1.505, -0.873, 3.066], [0.342, -0.163, 2.725], [-0.645, -0.720, 3.553], [0.506, 0.841, 3.146]]
}